C2H5N3OS | ωB97M-V with the def2-TZVPD basis set

XYZ file:
```
12
Properties=species:S:1:pos:R:3:lowdin_charge:R:1
C -0.265 -0.097 -0.775 -0.925
C 1.313 0.220 0.935 -0.165
H -1.811 -0.394 -2.100 0.104
H -2.308 -0.678 -0.398 0.084
H -1.861 0.590 1.050 0.269
H 1.493 0.825 2.050 0.193
H 3.187 -0.130 0.544 0.024
N -1.616 -0.299 -1.049 -0.004
N 0.024 0.093 0.488 -0.261
N 2.299 -0.237 0.054 0.049
O -0.960 -0.157 1.332 -0.047
S 0.506 0.265 -2.131 0.679
```

* energy above the lowest of the compared OMol25 structures with the same formula, charge and spin: 541.5 kJ/mol
* Kohn-Sham gap: 0.2857 Eh
* LUMO energy: 0.001 eV
* E: -716.7345 a.u.